(1)
Molecular formula: C6H5HgO3
Method: DFT, ωB97M-V/def2-TZVPD

Structure (ORCA input):
```
! RIJCOSX wB97M-V def2-TZVPD def2/J DEFGRID3
* xyz 3 1
O 0.38854 -0.23063 -0.15711
C 1.32390 0.34332 -0.57764
O -2.10256 -1.91976 2.09709
C -3.02533 -2.48822 2.53877
O -3.91417 -3.04868 2.98453
Hg -0.68583 -1.02834 1.15862
C 2.34242 0.93839 -1.12859
C 2.55617 2.42035 -1.12590
H 3.06306 0.26890 -1.60957
H 3.63719 2.66342 -1.18747
H 2.25519 2.94318 -0.20462
C 1.79646 3.16514 -2.22500
C 2.64441 3.37678 -3.12191
H 1.23132 2.94273 -3.42857
H 3.49494 4.03510 -3.30862
*
```

Values from the calculation:
F_max   4.49 eV/Å
Gap between HOMO and LUMO   9.087 eV
Energy   -16578.6267 eV

Atomic partial charges in e from the natural (NBO) method, atoms 1 to 2: -0.667, 0.825

=====

(2)
Molecular formula: C6H5IN2
Method: DFT, ωB97M-V/def2-TZVPD

Structure (ORCA input):
```
! RIJCOSX wB97M-V def2-TZVPD def2/J DEFGRID3
* xyz 0 1
I -3.53928 1.87433 0.95085
C -1.56117 1.17500 1.02392
N -0.68922 1.24535 2.02298
C 0.47802 0.61146 1.71800
N 0.52981 0.06474 0.48925
C -0.59728 0.37420 -0.24058
C -0.59071 -0.18735 -1.54017
C 0.47211 -1.04423 -1.63090
C 1.27086 -0.98314 -0.25835
H 1.29934 0.77972 2.38472
H -1.44245 0.20047 -2.16832
H 1.02319 -1.34622 -2.54891
H 0.97979 -1.93862 0.13841
H 2.36700 -0.82572 -0.34089
*
```

Values from the calculation:
Energy relative to the best compared isomer or geometry (same formula, charge and spin)   112.8 kJ/mol
F_max   6.35 eV/Å
SMILES string   Ic1ncn2c1C=CC2
Gap between HOMO and LUMO   7.524 eV
Energy   -17380.3118 eV

Atomic partial charges in e from the natural (NBO) method, atoms 1 to 2: 0.209, -0.042

=====

(3)
Molecular formula: C6H5IN4
Method: DFT, ωB97M-V/def2-TZVPD

Structure (ORCA input):
```
! RIJCOSX wB97M-V def2-TZVPD def2/J DEFGRID3
* xyz 0 1
C -3.14567 3.42186 -0.13065
C -2.07197 0.27082 0.30460
C -0.91829 -0.46690 0.04198
C -1.75292 1.64526 0.37020
C -2.24844 2.12917 -1.79655
C -0.87121 -1.95812 -0.37601
N -2.55917 2.65938 0.67905
N -3.15674 2.82660 -1.38386
N -0.47443 1.72168 0.02361
N 0.06771 0.48147 -0.06827
I -3.91648 -0.50205 0.37078
H -3.78538 4.28760 0.08663
H 0.00885 -2.50176 0.07929
H -1.80786 -2.37851 -0.08186
H -0.75800 -2.08001 -1.43088
H 1.12520 0.26435 -0.15788
*
```

Values from the calculation:
Energy relative to the best compared isomer or geometry (same formula, charge and spin)   257.4 kJ/mol
F_max   4.82 eV/Å
Gap between HOMO and LUMO   8.714 eV
Energy   -20359.7990 eV

Atomic partial charges in e from the natural (NBO) method, atoms 1 to 2: 0.311, -0.321

=====

(4)
Molecular formula: C6H5N
Method: DFT, ωB97M-V/def2-TZVPD

Structure (ORCA input):
```
! RIJCOSX wB97M-V def2-TZVPD def2/J DEFGRID3
* xyz 0 1
C -0.92042 -0.87308 2.19750
C -0.61079 -1.06438 1.04843
C -0.57190 -1.09510 -0.39591
N 0.51161 -0.98060 -1.34452
C -0.19076 0.24792 -1.04881
C 0.56764 1.31858 -0.39339
C 1.27046 2.22472 -0.00936
H -1.18081 -0.65856 3.20963
H -1.33687 -1.76596 -0.80675
H 1.46057 -1.01054 -1.00242
H -0.88912 0.62463 -1.78845
H 1.89038 3.03237 0.33405
*
```

Values from the calculation:
Energy relative to the best compared isomer or geometry (same formula, charge and spin)   395.8 kJ/mol
F_max   0.82 eV/Å
SMILES string   C#C[C@@H]1N[C@@H]1C#C
Gap between HOMO and LUMO   10.229 eV
Energy   -7787.6924 eV

Atomic partial charges in e from the natural (NBO) method, atoms 1 to 2: -0.207, -0.048

=====

(5)
Molecular formula: C6H5N
Method: DFT, ωB97M-V/def2-TZVPD

Structure (ORCA input):
```
! RIJCOSX wB97M-V def2-TZVPD def2/J DEFGRID3
* xyz 0 1
C -1.70929 0.07679 1.78479
C -1.24251 -0.38874 0.77687
C -0.67232 -0.96299 -0.42081
N 0.67381 -1.53524 -0.39682
C 0.46732 -0.27707 -1.11312
C 0.99771 0.96269 -0.58809
C 1.46407 1.99348 -0.17579
H -2.11773 0.49844 2.67678
H -1.37346 -1.51454 -1.04330
H 1.11000 -1.34938 0.50421
H 0.52140 -0.38190 -2.19549
H 1.87811 2.90932 0.18710
*
```

Values from the calculation:
Energy relative to the best compared isomer or geometry (same formula, charge and spin)   349.2 kJ/mol
F_max   0.54 eV/Å
SMILES string   C#C[C@@H]1N[C@@H]1C#C
Gap between HOMO and LUMO   10.438 eV
Energy   -7788.1755 eV

Atomic partial charges in e from the natural (NBO) method, atoms 1 to 2: -0.218, -0.027

=====

(6)
Molecular formula: C6H5N
Method: DFT, ωB97M-V/def2-TZVPD

Structure (ORCA input):
```
! RIJCOSX wB97M-V def2-TZVPD def2/J DEFGRID3
* xyz 0 1
C -1.84240 -1.65397 0.45207
C -1.12429 -0.77502 0.86218
C -0.00206 0.04086 1.28297
N 0.30327 1.43699 0.96800
C 1.02565 0.37114 0.25018
C 0.76850 0.24390 -1.17686
C 0.72086 0.34468 -2.38011
H -2.49324 -2.38543 0.02492
H 0.30580 -0.13935 2.30680
H -0.39831 1.87974 0.37725
H 2.08486 0.23521 0.48055
H 0.65137 0.40125 -3.44796
*
```

Values from the calculation:
Energy relative to the best compared isomer or geometry (same formula, charge and spin)   376.0 kJ/mol
F_max   0.72 eV/Å
SMILES string   C#C[C@@H]1N[C@@H]1C#C
Gap between HOMO and LUMO   10.415 eV
Energy   -7787.8978 eV

Atomic partial charges in e from the natural (NBO) method, atoms 1 to 2: -0.199, -0.046